{
  "formula": "C15H32F3N4Ta",
  "method": "wB97M-V/def2-TZVPD",
  "charge": 0,
  "energy_ev": -31735.53712,
  "e_homo_ev": [-7.923, -7.923],
  "gap_ha": [0.287, 0.287],
  "symbols": ["Ta", "N", "N", "N", "N", "H", "C", "H", "H", "H", "C", "H", "H", "C", "H", "H", "H", "H", "C", "H", "H", "C", "H", "C", "H", "H", "H", "C", "H", "H", "H", "H", "C", "H", "H", "C", "H", "C", "H", "H", "H", "H", "C", "C", "H", "H", "C", "H", "C", "H", "H", "F", "C", "F", "F"],
  "positions_angstrom": [[-0.204, 0.561, 0.542], [-1.448, 2.051, 1.248], [1.547, 1.304, 1.266], [-0.912, -1.430, 0.094], [1.210, -0.855, -0.438], [-0.453, 3.867, 0.658], [-1.015, 3.430, 1.497], [-0.402, 3.508, 2.415], [-1.900, 4.066, 1.649], [-3.425, 2.761, 0.987], [-2.894, 1.886, 1.425], [-3.175, 1.885, 2.504], [-3.268, 0.970, 0.935], [2.226, 2.365, 0.534], [3.261, 2.058, 0.291], [1.723, 2.604, -0.406], [2.267, 3.290, 1.144], [3.398, 0.601, 2.009], [2.377, 0.817, 2.363], [2.448, 1.563, 3.177], [1.984, -0.098, 2.797], [-2.210, -1.972, -0.371], [-2.789, -1.227, -0.959], [-3.008, -2.277, 0.881], [-3.372, -1.376, 1.374], [-3.884, -2.892, 0.644], [-2.358, -2.836, 1.583], [-2.045, -3.238, -1.213], [-3.046, -3.700, -1.358], [-1.625, -3.002, -2.197], [-1.390, -3.938, -0.664], [3.445, -1.332, -3.028], [2.409, -1.276, -2.660], [2.018, -2.299, -2.644], [1.868, -0.664, -3.389], [2.422, -0.635, -1.273], [2.480, 0.457, -1.452], [3.610, -1.066, -0.422], [3.246, -1.516, 0.511], [4.210, -1.800, -0.970], [4.242, -0.199, -0.189], [0.223, -2.445, -1.393], [0.265, -1.739, -0.546], [-0.611, 1.459, -1.316], [-1.697, 1.591, -1.096], [-0.136, 2.462, -1.287], [-0.428, 0.873, -2.708], [0.083, 1.591, -3.377], [-0.855, -0.347, -3.098], [-1.808, -0.806, -2.736], [-0.190, -1.001, -3.673], [0.116, -1.550, 2.839], [-0.555, -0.335, 2.697], [-1.866, -0.616, 3.052], [-0.106, 0.448, 3.748]],
  "atomic_forces_ev_per_a": [[1.88, 0.77, 3.97], [0.48, -0.49, -0.21], [-1.14, -0.02, -0.30], [1.24, 0.45, -1.06], [-0.37, 0.45, 0.08], [-0.01, -0.20, 0.11], [-0.13, -0.14, 0.48], [-0.12, -0.07, -0.37], [0.25, -0.08, -0.05], [0.16, -0.55, -0.01], [0.01, 0.55, 0.09], [0.19, -0.31, -0.59], [0.13, 0.23, 0.30], [0.09, 0.32, 0.25], [-0.25, 0.16, 0.05], [0.07, 0.02, 0.13], [0.12, -0.29, -0.27], [-0.16, 0.11, 0.03], [0.18, -0.03, -0.05], [-0.08, -0.17, -0.33], [-0.03, 0.04, -0.06], [0.05, -0.30, 0.50], [0.57, -0.13, 0.17], [-0.27, -0.62, 0.42], [0.20, -0.06, 0.05], [0.10, 0.08, 0.00], [-0.47, 0.32, -0.26], [-0.35, -0.01, 0.12], [0.72, 0.24, 0.06], [-0.02, -0.27, 0.16], [-0.32, 0.11, -0.37], [-0.27, -0.03, 0.15], [0.36, -0.04, -0.18], [0.03, 0.12, -0.08], [-0.09, -0.28, 0.25], [-0.71, -0.17, 0.41], [-0.21, -0.46, 0.32], [0.50, -0.05, 0.08], [0.32, 0.17, -0.25], [0.05, 0.08, 0.24], [-0.02, -0.35, 0.07], [0.31, -0.31, 0.74], [-1.75, 0.92, -2.16], [-1.80, 0.49, -3.10], [0.34, 0.23, -0.34], [-0.59, -0.18, 0.12], [-0.16, 0.43, 0.90], [0.91, -1.22, 0.26], [-0.28, -0.15, 0.07], [1.38, 0.24, 0.46], [-0.91, 0.62, -1.04], [-0.25, 0.39, 0.31], [-0.25, -0.21, 0.21], [0.56, 0.07, -0.08], [-0.21, -0.42, -0.36]],
  "mulliken_charge": [0.919, 0.187, 0.366, 0.229, 0.249, 0.248, -0.988, 0.223, 0.416, 0.460, -0.912, 0.270, 0.093, -1.160, 0.382, 0.256, 0.248, 0.375, -1.154, 0.315, 0.187, 0.754, 0.106, -1.392, 0.188, 0.493, 0.304, -1.680, 0.438, 0.311, 0.372, 0.517, -1.587, 0.318, 0.264, 1.063, -0.105, -1.285, 0.286, 0.461, 0.161, 0.283, -0.318, -0.476, 0.328, 0.433, -0.478, 0.290, -0.762, 0.283, 0.280, -0.285, -0.242, -0.253, -0.278]
}

{
  "formula": "C15H32N8O10S2",
  "method": "wB97M-V/def2-TZVPD",
  "smiles": "C[C@@H](COC(=O)CS[C@@H]1COC(=O)C1)OC(=O)CS.NC(N)=O.NC(N)=O.NC(N)=O.NC(N)=O",
  "charge": 0,
  "energy_ev": -70135.83863,
  "e_homo_ev": -8.087,
  "gap_ha": 0.304,
  "symbols": ["C", "C", "C", "O", "C", "O", "C", "S", "C", "C", "O", "C", "O", "C", "O", "C", "O", "C", "S", "H", "H", "H", "H", "H", "H", "H", "H", "H", "H", "H", "H", "H", "H", "H", "H", "N", "C", "N", "O", "H", "H", "H", "H", "N", "C", "N", "O", "H", "H", "H", "H", "N", "C", "N", "O", "H", "H", "H", "H", "N", "C", "N", "O", "H", "H", "H", "H"],
  "positions_angstrom": [[-1.735, -0.713, 1.165], [-2.720, -1.355, -0.025], [-3.846, -0.268, -0.570], [-3.932, 0.905, 0.314], [-3.167, 2.053, -0.188], [-2.238, 2.049, -1.145], [-3.452, 3.510, 0.570], [-1.836, 4.138, 1.373], [-1.250, 2.926, 2.691], [-1.443, 3.319, 4.286], [-0.091, 3.176, 4.915], [0.763, 2.280, 4.068], [1.577, 1.279, 4.433], [0.395, 2.875, 2.563], [-1.976, -2.040, -1.091], [-1.120, -1.130, -1.865], [-1.595, -0.675, -3.058], [0.400, -0.642, -1.475], [0.858, 0.924, -2.447], [-1.110, 0.206, 0.787], [-1.092, -1.584, 1.621], [-2.404, -0.304, 2.064], [-3.335, -2.207, 0.542], [-4.902, -0.818, -0.485], [-3.731, -0.010, -1.718], [-4.201, 3.337, 1.466], [-3.855, 4.336, -0.179], [-1.549, 1.795, 2.588], [-2.018, 2.379, 4.740], [-2.070, 4.270, 4.552], [0.864, 2.262, 1.666], [0.762, 3.990, 2.664], [1.136, -1.488, -1.886], [0.616, -0.562, -0.328], [0.383, 2.075, -1.793], [0.248, -4.384, 0.311], [1.468, -4.341, -0.255], [2.397, -5.091, 0.363], [1.711, -3.675, -1.249], [0.028, -4.926, 1.129], [-0.481, -3.833, -0.124], [3.329, -5.087, -0.031], [2.216, -5.646, 1.182], [5.613, -0.539, -1.049], [4.335, -0.935, -0.915], [4.184, -2.189, -0.451], [3.388, -0.216, -1.193], [6.406, -1.117, -0.825], [5.771, 0.398, -1.395], [3.237, -2.526, -0.336], [4.951, -2.796, -0.217], [3.911, 4.393, 0.836], [2.877, 5.211, 0.570], [3.011, 6.458, 1.058], [1.897, 4.852, -0.064], [4.726, 4.670, 1.356], [3.850, 3.446, 0.486], [2.254, 7.106, 0.880], [3.810, 6.772, 1.582], [-2.363, -5.190, -3.206], [-2.939, -4.902, -4.387], [-3.062, -3.587, -4.643], [-3.319, -5.764, -5.164], [-2.044, -4.494, -2.553], [-2.252, -6.168, -2.974], [-3.490, -3.327, -5.522], [-2.755, -2.863, -4.016]],
  "atomic_forces_ev_per_a": [[-0.82, 0.06, 0.26], [-0.67, 0.43, 2.25], [-0.77, -1.82, -0.88], [2.13, 2.37, -2.61], [3.67, 0.75, -3.39], [-6.04, -0.90, 5.83], [-0.77, -1.71, 1.16], [-0.66, -0.94, -0.03], [1.68, -1.18, 0.55], [-0.79, -2.68, -0.26], [0.79, -1.89, -1.30], [1.93, -2.75, 0.21], [-5.64, 7.13, -1.84], [0.07, -0.04, 1.54], [1.27, 2.40, -0.31], [-2.15, 3.05, -6.37], [2.48, -3.73, 7.86], [-0.16, -0.87, 0.42], [-0.28, -0.19, 0.67], [-1.07, -2.00, 0.64], [-0.99, 1.83, -1.13], [1.23, -1.01, -2.10], [1.50, 1.67, -1.55], [2.30, 1.40, 0.03], [0.25, -0.26, 2.55], [1.25, 0.37, -2.13], [1.12, -1.95, 1.57], [-0.01, 2.43, -0.25], [0.83, 2.23, -0.85], [2.00, -1.50, -0.58], [-1.18, 1.48, 1.98], [-0.42, -2.27, -0.70], [-1.65, 1.93, 0.82], [-0.61, -0.19, -2.28], [0.04, -1.67, -0.05], [-1.29, 0.24, 0.21], [-0.23, 0.07, -0.29], [1.35, -0.55, 0.32], [0.08, 0.18, -0.13], [0.06, 0.08, -0.15], [0.13, -0.08, 0.14], [-0.38, -0.12, 0.14], [0.03, 0.11, -0.16], [1.35, 0.94, -0.30], [-0.63, 0.19, -0.09], [-0.42, -1.07, 0.64], [0.16, 0.00, 0.16], [-0.18, 0.11, -0.06], [-0.04, -0.40, 0.10], [0.25, 0.00, -0.30], [-0.10, 0.21, -0.07], [0.89, -1.21, 0.10], [-0.64, -0.34, -0.52], [-0.27, 1.53, 0.42], [-0.07, 0.00, 0.08], [-0.17, -0.05, -0.10], [0.04, 0.31, 0.10], [0.32, -0.24, 0.07], [-0.16, -0.07, -0.11], [0.60, -0.84, 1.35], [-0.32, -0.24, -0.69], [-0.37, 1.11, -0.59], [-0.04, -0.20, -0.05], [-0.05, -0.03, -0.15], [-0.03, 0.42, -0.12], [0.21, -0.10, 0.37], [0.05, 0.06, -0.06]],
  "mulliken_charge": [-0.813, 0.290, -0.509, -0.339, 0.538, -0.473, -0.535, -0.023, 0.361, -0.344, -0.346, 0.456, -0.566, -0.367, -0.209, 0.613, -0.570, -0.458, -0.154, 0.047, 0.246, 0.355, 0.321, 0.279, 0.343, 0.252, 0.364, -0.262, 0.258, 0.271, 0.282, 0.163, 0.221, 0.102, 0.120, -0.344, 0.738, -0.400, -0.655, 0.160, 0.133, 0.251, 0.148, -0.444, 0.535, -0.224, -0.490, 0.136, 0.244, 0.116, 0.155, -0.389, 0.734, -0.439, -0.611, 0.150, 0.218, 0.226, 0.146, -0.313, 0.551, -0.323, -0.691, 0.215, 0.173, 0.172, 0.212]
}

Q: What is the charge in the second record?
A: 0